Below is 14 unconnected molecules or ions with the total composition C20H68N16O20, with properties calculated with wB97M-V/def2-TZVPD.

Output
Energy above the lowest of the compared OMol25 structures with the same formula, charge and spin, eV: 1.093
Orbital gap, Eh: 0.3596
HOMO energy, Ha: -0.3517
Electronic energy, a.u.: -3183.98748

Geometry (Å):
1 O -4.65 -17.21 11.79
2 O -3.83 -12.20 10.64
3 O -7.31 -21.18 10.90
4 O -2.37 -13.14 7.50
5 O -1.06 -21.36 10.85
6 O 1.71 -22.35 10.24
7 O -2.02 -16.93 10.68
8 O -2.73 -15.32 5.14
9 O -7.87 -13.49 15.94
10 O -2.66 -20.51 8.71
11 O -1.21 -14.45 13.49
12 O -0.79 -19.15 14.24
13 O -3.19 -17.25 17.05
14 O -7.23 -13.75 12.93
15 O -6.71 -18.30 13.42
16 O -0.93 -17.70 8.21
17 O 2.00 -16.02 12.85
18 O 0.76 -13.86 7.79
19 O 2.55 -15.89 8.33
20 O -4.97 -17.26 6.75
21 N -6.54 -16.21 8.12
22 N -1.45 -21.25 13.87
23 N -0.78 -19.38 6.60
24 N -5.36 -17.78 15.08
25 N -4.50 -17.10 8.99
26 N -3.02 -15.06 16.80
27 N 0.86 -17.82 6.88
28 N -2.18 -16.62 15.07
29 N -6.06 -20.02 14.77
30 N -2.48 -14.05 11.04
31 N -4.34 -21.74 9.57
32 N -7.39 -19.11 9.92
33 N -4.77 -20.15 8.06
34 N -2.14 -19.96 15.89
35 N -4.83 -14.17 11.25
36 N -7.93 -20.99 8.65
37 C -2.36 -17.78 11.81
38 C 1.87 -15.16 9.47
39 C -3.06 -14.38 7.43
40 C 0.08 -20.57 10.56
41 C -0.10 -14.84 12.77
42 C -3.89 -20.79 8.82
43 C -6.11 -18.68 14.45
44 C -7.51 -20.50 9.91
45 C -0.30 -18.31 7.32
46 C -3.73 -18.35 11.85
47 C -1.47 -20.10 14.62
48 C 1.09 -21.25 9.60
49 C -6.69 -14.47 14.02
50 C 0.53 -14.63 9.01
51 C -2.74 -16.39 16.32
52 C -3.74 -13.36 10.95
53 C -2.43 -15.47 6.51
54 C 0.83 -15.77 13.55
55 C -5.28 -16.87 7.87
56 C -7.70 -14.75 15.24
57 H -8.23 -13.80 16.79
58 H -3.39 -15.93 4.79
59 H -0.10 -15.48 8.94
60 H -1.74 -21.28 10.13
61 H -6.39 -20.56 13.98
62 H -2.09 -19.13 16.45
63 H -1.86 -15.83 14.50
64 H -5.27 -16.86 14.74
65 H -2.17 -17.13 12.68
66 H 1.84 -20.48 9.26
67 H -2.38 -14.26 16.66
68 H 1.46 -18.28 6.21
69 H -5.75 -20.32 8.07
70 H -1.66 -17.48 9.95
71 H 0.13 -14.06 9.85
72 H -7.26 -18.51 9.12
73 H -2.35 -15.05 10.93
74 H -4.08 -14.23 7.08
75 H 1.86 -16.88 12.41
76 H -2.66 -12.65 8.30
77 H 2.49 -14.27 9.63
78 H -0.05 -13.93 7.27
79 H -7.36 -12.89 13.32
80 H -2.65 -20.70 16.38
81 H -6.66 -15.64 7.30
82 H -4.66 -15.03 11.79
83 H 2.38 -22.71 9.64
84 H -7.18 -18.66 10.73
85 H -3.37 -15.04 17.74
86 H -6.26 -15.40 13.67
87 H 0.60 -20.43 11.50
88 H -1.55 -22.18 14.26
89 H -4.78 -18.00 15.86
90 H 0.23 -16.68 13.84
91 H 1.15 -15.40 14.51
92 H -1.74 -13.49 10.64
93 H -5.82 -13.88 14.33
94 H -7.31 -15.44 16.00
95 H -8.44 -21.88 8.77
96 H -3.89 -18.85 12.85
97 H -0.16 -19.89 6.02
98 H -3.75 -22.02 10.33
99 H -5.40 -20.52 15.35
100 H -1.77 -13.92 12.91
101 H 1.94 -15.79 10.39
102 H -0.34 -15.54 11.91
103 H -4.69 -16.74 9.94
104 H 1.43 -17.35 7.55
105 H 0.50 -14.02 12.37
106 H -2.75 -16.47 6.89
107 H -1.17 -21.15 12.90
108 H -0.06 -19.51 10.14
109 H -3.62 -17.62 8.86
110 H -1.35 -20.01 7.22
111 H -3.12 -14.81 8.42
112 H 0.65 -21.53 8.62
113 H -5.74 -13.75 11.44
114 H -4.42 -19.40 7.47
115 H -1.94 -17.53 14.75
116 H -5.32 -21.85 9.82
117 H -5.49 -17.52 12.26
118 H -3.86 -19.07 11.02
119 H -1.66 -18.64 11.89
120 H -8.57 -20.39 8.10
121 H -8.62 -15.16 14.87
122 H -1.35 -15.45 6.54
123 H -6.49 -15.59 8.90
124 H 2.29 -15.35 7.58

Below is 6 unconnected molecules or ions with the total composition C8H30N2O6, with properties calculated with wB97M-V/def2-TZVPD.

Output
Structure (SMILES): COC[C@H](C)N.COC[C@H](C)N.O.O.O.O
Energy above the lowest of the compared OMol25 structures with the same formula, charge and spin, eV: 1.044
Orbital gap, Eh: 0.3258
HOMO energy, Ha: -0.3270
Electronic energy, a.u.: -883.68223

Geometry (Å):
1 O -1.18 -1.78 -3.19
2 O 0.39 0.88 0.40
3 O 3.07 1.41 0.06
4 O -2.07 1.94 0.22
5 O 0.44 0.71 3.32
6 O -1.06 4.01 -1.35
7 N 0.22 -2.99 3.08
8 N 1.19 1.12 -2.72
9 C 0.35 0.39 -4.78
10 C 0.80 -0.64 3.68
11 C -1.31 -3.01 -2.50
12 C 0.09 0.38 -3.33
13 C -0.06 -1.07 -2.68
14 C 0.05 -1.57 2.68
15 C 1.26 1.76 3.83
16 C -1.43 -1.33 2.40
17 H 2.05 0.63 -2.94
18 H -1.94 -1.40 3.36
19 H -0.52 -0.11 -5.22
20 H 0.01 -3.63 2.32
21 H -0.04 -0.97 -1.60
22 H 0.57 -1.46 1.72
23 H 2.24 1.62 3.37
24 H 1.17 1.53 4.89
25 H 1.14 1.12 -1.71
26 H -2.47 1.39 -0.45
27 H 1.19 -0.26 -5.01
28 H -0.39 -3.59 -2.65
29 H 0.57 1.36 -5.23
30 H 2.15 1.14 0.08
31 H 0.85 -1.65 -2.79
32 H 3.06 2.27 -0.35
33 H -2.12 -3.66 -2.82
34 H -1.64 -0.41 1.85
35 H -1.58 3.32 -0.94
36 H 0.50 -0.86 4.71
37 H 0.48 0.63 1.31
38 H 0.89 2.77 3.62
39 H -2.66 1.89 0.96
40 H -0.46 1.32 0.35
41 H -0.78 0.99 -3.09
42 H -1.99 -2.05 1.81
43 H -1.04 4.72 -0.71
44 H 1.87 -0.87 3.62
45 H -0.43 -3.16 3.83
46 H -1.45 -2.82 -1.44

Below is a molecular structure, C46H40CeF6N4O4P2S5Si, with properties calculated with wB97M-V/def2-TZVPD.

Output
Net charge: -1
Energy above the lowest of the compared OMol25 structures with the same formula, charge and spin, eV: 0.000
Orbital gap (alpha / beta), Eh: 0.2943 / 0.2958
HOMO energy (alpha / beta), Ha: -0.2176 / -0.2191
Spin multiplicity: 2
Electronic energy, a.u.: -6334.52291

Geometry (Å):
1 Ce 9.73 -0.55 17.90
2 S 9.79 2.03 16.10
3 S 11.62 -2.05 16.02
4 S 7.82 -1.50 19.86
5 S 10.65 -3.33 18.56
6 S 16.64 4.11 21.82
7 P 12.28 -0.20 19.88
8 P 10.75 2.13 19.87
9 Si 9.11 -4.13 17.14
10 F 10.95 1.43 13.74
11 F 5.40 -1.62 18.98
12 F 5.59 0.09 20.32
13 F 6.51 0.17 18.42
14 F 9.81 -0.12 14.59
15 F 8.79 1.78 13.75
16 O 7.46 -2.32 21.04
17 O 8.54 1.34 16.47
18 O 10.87 1.27 16.87
19 O 7.94 -2.20 18.52
20 N 12.11 1.37 20.60
21 N 15.17 -3.33 15.93
22 N 13.49 -5.39 19.45
23 N 8.86 -0.45 19.99
24 C 10.12 -5.20 13.26
25 C 6.15 -7.23 19.23
26 C 15.79 -0.88 17.76
27 C 10.97 -0.93 22.13
28 C 7.56 3.77 21.77
29 C 9.62 2.66 21.20
30 C 12.71 5.83 19.99
31 C 10.52 -1.71 23.17
32 C 12.36 3.72 18.20
33 C 9.87 1.24 14.43
34 C 6.23 -0.65 19.39
35 C 16.69 -1.03 18.76
36 C 7.80 -5.35 17.93
37 C 11.64 3.72 19.40
38 C 9.76 -4.61 14.46
39 C 14.03 -0.46 19.43
40 C 11.99 -3.07 17.31
41 C 10.75 -6.42 13.35
42 C 13.41 -4.63 18.58
43 C 7.58 3.21 23.02
44 C 13.29 4.72 17.93
45 C 7.40 -6.55 17.34
46 C 17.26 3.12 20.38
47 C 14.25 -3.39 16.64
48 C 11.04 -2.98 23.42
49 C 16.31 -0.96 20.07
50 C 10.70 -6.26 15.80
51 C 9.76 2.23 22.53
52 C 13.21 -3.68 17.54
53 C 12.09 -3.42 22.62
54 C 14.20 2.67 21.23
55 C 6.43 -5.98 19.84
56 C 14.94 -0.74 20.38
57 C 12.06 -1.33 21.34
58 C 6.64 -7.55 18.01
59 C 13.50 5.76 18.83
60 C 12.95 1.95 21.68
61 C 8.61 3.52 20.84
62 C 11.09 -6.95 14.62
63 C 14.48 -0.48 18.07
64 C 11.77 4.80 20.24
65 C 12.50 -2.65 21.53
66 C 10.02 -5.08 15.75
67 C 7.33 -5.15 19.25
68 C 8.69 2.49 23.45
69 C 15.20 3.07 22.31
70 H 18.09 3.69 19.87
71 H 7.76 -6.64 16.28
72 H 12.35 2.67 22.22
73 H 11.57 -7.96 14.71
74 H 8.46 -3.03 16.47
75 H 17.71 -1.34 18.51
76 H 11.21 4.82 21.20
77 H 15.56 2.20 22.81
78 H 16.47 3.06 19.64
79 H 12.32 2.90 17.54
80 H 13.89 4.72 17.02
81 H 8.62 3.87 19.85
82 H 17.02 -1.03 20.86
83 H 6.07 -5.78 20.79
84 H 11.03 -6.98 12.43
85 H 9.26 -3.66 14.39
86 H 10.64 1.60 22.90
87 H 8.74 2.17 24.49
88 H 6.74 4.36 21.40
89 H 5.66 -8.05 19.75
90 H 13.25 1.16 22.38
91 H 14.72 2.02 20.51
92 H 14.70 3.76 23.06
93 H 10.76 -3.55 24.33
94 H 12.80 6.64 20.68
95 H 9.99 -4.68 12.30
96 H 14.58 -0.96 21.37
97 H 6.50 -8.53 17.51
98 H 17.61 2.11 20.66
99 H 10.44 -0.07 21.80
100 H 7.78 -4.37 19.82
101 H 12.60 -4.35 22.81
102 H 10.97 -6.74 16.74
103 H 6.83 3.44 23.78
104 H 14.33 6.45 18.70
105 H 16.08 -1.12 16.74
106 H 13.77 -0.23 17.30
107 H 13.32 -3.11 20.91
108 H 13.94 3.45 20.58
109 H 9.58 -1.39 23.64

Below is 2 unconnected molecules or ions with the total composition C4H7N3, with properties calculated with wB97M-V/def2-TZVPD.

Output
Energy above the lowest of the compared OMol25 structures with the same formula, charge and spin, eV: 6.178
Orbital gap, Eh: 0.3293
HOMO energy, Ha: -0.2946
Electronic energy, a.u.: -320.65626

Geometry (Å):
1 N 0.33 0.47 -1.22
2 N 1.54 -0.78 0.28
3 N 1.76 -0.94 1.53
4 C -0.19 -0.38 2.21
5 C 0.41 -0.40 -0.20
6 C -0.86 0.63 -2.02
7 C -0.95 0.10 1.31
8 H 0.88 1.32 -1.09
9 H -1.62 1.26 -1.53
10 H 2.51 -1.66 1.58
11 H -0.63 1.14 -2.98
12 H 0.16 -0.82 3.10
13 H -1.30 -0.36 -2.22
14 H -2.04 0.42 1.25

Below is 5 unconnected molecules or ions with the total composition C3H16O5S2, with properties calculated with wB97M-V/def2-TZVPD.

Output
Structure (SMILES): OCCCSS.O.O.O.O
Energy above the lowest of the compared OMol25 structures with the same formula, charge and spin, eV: 0.000
Orbital gap, Eh: 0.3374
HOMO energy, Ha: -0.3216
Electronic energy, a.u.: -1296.44435

Geometry (Å):
1 S 0.94 1.61 2.47
2 S -0.89 2.17 2.53
3 O -0.19 -3.21 -0.49
4 O -0.67 2.96 -0.80
5 O -1.93 -1.45 -1.65
6 O 2.09 -1.87 0.58
7 O -2.62 0.80 -0.31
8 C 1.84 -0.84 -0.41
9 C 1.58 1.40 0.79
10 C 0.86 0.21 0.11
11 H 2.58 1.04 1.08
12 H -0.55 -2.94 0.37
13 H 1.54 -1.41 -1.29
14 H 0.14 -0.28 0.77
15 H 1.63 2.28 0.15
16 H -1.33 2.57 -1.38
17 H 2.76 -0.38 -0.79
18 H -0.96 -1.50 -1.66
19 H 0.26 0.70 -0.67
20 H -3.43 1.08 -0.68
21 H 2.77 -1.57 1.17
22 H -2.39 -0.14 -0.46
23 H 0.76 -3.14 -0.33
24 H -1.04 3.17 0.04
25 H -1.58 1.06 2.19
26 H -2.20 -2.32 -1.33

Below is C3H7N3S2 in the gas phase, with properties calculated with wB97M-V/def2-TZVPD.

Output
Structure (SMILES): [H]/N=C(/SC=S)N(C)N
Energy above the lowest of the compared OMol25 structures with the same formula, charge and spin, eV: 2.197
Orbital gap, Eh: 0.3155
HOMO energy, Ha: -0.3164
Electronic energy, a.u.: -1079.08615

Geometry (Å):
1 S 0.10 -2.28 0.49
2 S 2.82 -2.67 1.59
3 N 0.13 0.62 1.27
4 N -1.47 -1.22 -1.27
5 N -0.12 0.37 -0.09
6 C 1.75 -1.81 0.76
7 C -0.60 -0.90 -0.40
8 C -0.65 1.48 -0.87
9 H 2.01 -0.85 0.28
10 H -0.57 1.28 -1.92
11 H -1.68 1.69 -0.62
12 H -0.69 1.06 1.70
13 H -0.07 2.39 -0.66
14 H -1.91 -0.39 -1.63
15 H 0.93 1.25 1.36